14
Properties=species:S:1:pos:R:3:nbo_charge:R:1 method="wB97M-V/def2-TZVPD" e_homo_ev=-3.91 total_energy_ha=-307.307905 homo_lumo_gap_ev=8.1093 mol_weight_g_mol=81.1 de_lowest_kcal_mol=24.25 spin_multiplicity=1 charge=-1
C 0.873 -0.983 -0.845 -0.0554
O -0.055 -0.350 -1.665 -0.7516
C 1.753 -0.161 0.177 -0.6619
H 0.261 -1.642 -0.173 0.1461
H 1.562 -1.721 -1.300 0.1385
H 0.963 0.619 0.625 0.2374
H 2.119 -0.811 1.020 0.2026
H 2.553 0.468 -0.405 0.1815
H -1.944 0.555 0.938 0.5146
H -1.188 0.878 2.293 0.4360
O -1.598 0.165 1.792 -1.0341
H -2.587 1.640 -1.026 0.4306
H -0.634 0.147 -1.101 0.5269
O -2.078 1.197 -0.330 -1.3113

---

57
Properties=species:S:1:pos:R:3:nbo_charge:R:1 method="wB97M-V/def2-TZVPD" e_homo_ev=-8.22 total_energy_ha=-2064.721814 homo_lumo_gap_ev=8.0913 mol_weight_g_mol=438.0 de_lowest_kcal_mol=443.19 spin_multiplicity=1
C -0.517 -1.859 1.377 -0.6701
C -1.334 -0.522 1.570 0.3150
C -1.498 0.481 0.781 0.0593
N -2.143 1.509 1.326 -0.4277
C -2.501 1.095 2.333 0.4440
C -3.076 1.629 3.481 -0.0697
C -3.459 2.956 3.323 -0.1866
C -4.487 3.423 4.234 -0.1897
C -4.690 2.734 5.417 -0.0181
C -4.178 1.560 5.716 -0.1962
C -3.391 0.691 4.753 -0.1271
H -3.056 -0.238 4.759 0.2114
H -4.429 1.159 6.524 0.1995
Cl -5.567 3.479 6.813 -0.0409
H -4.882 4.457 4.086 0.2343
H -3.311 3.370 2.411 0.2265
O -1.855 -0.144 2.619 -0.4200
C -0.703 0.790 -0.680 -0.6772
H -0.900 -0.239 -1.203 0.2743
H -1.228 1.493 -1.136 0.2387
S 0.911 1.341 -0.561 1.1919
O 1.824 0.243 0.394 -0.9792
C 1.515 0.901 -2.145 -0.6321
C 1.437 -0.497 -2.534 0.6372
O 0.396 -0.941 -3.677 -0.7810
N 1.825 -1.314 -1.740 -0.5589
C 1.876 -2.569 -2.087 -0.1853
H 1.498 -3.397 -1.047 0.1492
H 1.246 -2.915 -2.801 0.2488
C 3.269 -3.240 -2.440 -0.2022
N 3.650 -2.932 -3.755 -0.4838
C 2.748 -3.107 -4.994 -0.2040
H 2.221 -4.014 -4.593 0.1916
C 3.600 -3.296 -6.251 -0.3951
C 4.628 -2.284 -6.629 -0.4800
H 4.923 -2.740 -7.473 0.2366
C 5.647 -2.307 -5.725 -0.3551
C 5.819 -1.364 -4.266 -0.4006
C 4.241 -1.515 -3.774 -0.2637
H 4.432 -1.241 -2.745 0.1836
H 3.617 -0.691 -4.195 0.1936
H 6.637 -1.715 -3.623 0.2225
H 5.860 -0.325 -4.799 0.2072
H 6.754 -1.840 -6.253 0.1742
H 5.994 -3.406 -5.386 0.2084
H 4.018 -1.244 -6.544 0.2024
H 4.114 -4.219 -6.015 0.2004
H 2.819 -3.341 -6.907 0.2091
H 2.018 -2.357 -5.073 0.2095
H 4.091 -3.160 -1.780 0.2090
H 3.079 -4.427 -2.543 0.1945
H 2.215 -1.014 -0.930 0.4521
H 2.343 1.252 -2.164 0.2192
H 0.967 1.772 -2.791 0.2601
H 0.553 -1.633 1.523 0.2625
H -0.770 -2.640 2.235 0.2373
H -0.788 -2.245 0.218 0.2404

---

8
Properties=species:S:1:pos:R:3:nbo_charge:R:1 method="wB97M-V/def2-TZVPD" e_homo_ev="-9.98 / -10.06" total_energy_ha=-800.364135 homo_lumo_gap_ev="7.7341 / 7.7847" mol_weight_g_mol=124.1 de_lowest_kcal_mol=116.47 spin_multiplicity=1
C 0.513 0.806 0.085 -0.6445
C -1.793 0.323 -0.015 0.9522
O -2.391 0.995 0.700 -0.4803
O 2.881 -0.504 0.437 -0.8160
O 0.807 -1.765 0.213 -0.8349
F -2.088 -0.812 -0.612 -0.2896
S 1.532 -0.540 -0.093 1.9171
H 0.538 1.497 -0.715 0.1959

---

29
Properties=species:S:1:pos:R:3:nbo_charge:R:1 method="wB97M-V/def2-TZVPD" e_homo_ev=-8.61 total_energy_ha=-803.930856 homo_lumo_gap_ev=9.6044 mol_weight_g_mol=184.2 de_lowest_kcal_mol=2.98 spin_multiplicity=1
C -0.372 2.567 0.473 -0.6548
C -1.077 1.255 0.331 -0.3082
C -2.340 0.984 0.616 -0.1689
C -2.963 -0.398 0.342 -0.3454
C -3.442 -0.299 -1.090 -0.6044
C -1.961 -1.572 0.452 0.1802
N -0.786 -1.422 0.082 -0.7639
P -0.053 -0.055 -0.531 1.1609
N 1.285 0.014 0.572 -0.9559
C 2.365 -0.917 0.120 -0.0752
C 3.707 -0.427 0.677 -0.6129
C 2.615 -0.892 -1.360 -0.6398
H 0.490 2.526 1.103 0.2283
H -0.974 3.354 0.994 0.2077
H -0.270 3.093 -0.495 0.2295
H -3.013 1.660 1.071 0.2028
H -3.623 -0.710 1.096 0.2150
H -2.520 -0.256 -1.754 0.2192
H -4.228 0.515 -1.253 0.2199
H -4.000 -1.190 -1.471 0.2110
H -2.241 -2.508 0.959 0.1729
H 1.112 0.206 1.587 0.4000
H 2.069 -1.982 0.290 0.1944
H 3.780 0.690 0.513 0.2217
H 3.707 -0.654 1.797 0.2004
H 4.601 -0.959 0.356 0.2140
H 2.616 0.132 -1.770 0.2138
H 1.946 -1.420 -2.082 0.2207
H 3.572 -1.332 -1.626 0.2169